[1]
The ion C2H2BrO3S with charge -1 in a non-equilibrium geometry, computed with ωB97M-V/def2-TZVPD.

```
9
Properties=species:S:1:pos:R:3
O 1.4404 0.7886 -1.3911
S 1.4063 0.0314 -0.1052
O 1.3278 -1.4675 -0.1832
O 2.2905 0.5580 0.9005
C -0.3593 0.3356 0.5981
C -1.2727 -0.3529 -0.1758
Br -3.1392 0.0843 -0.0632
H -0.8405 1.1626 1.2362
H -0.8532 -1.1402 -0.8162
```

## Properties
Structure (SMILES): O=S(=O)([O-])/C=C/Br
Net charge: -1
2S+1: 1
Strongest force on any atom (hartree/bohr): 0.0678


[2]
The ion C2H2BrOS with charge -1 in a non-equilibrium geometry, computed with ωB97M-V/def2-TZVPD.

```
7
Properties=species:S:1:pos:R:3
O 0.2786 3.0139 0.2192
C 0.6612 1.8937 0.0122
S 2.1344 1.1480 0.1345
C -0.3508 0.7715 -0.8202
Br -2.0125 0.7385 0.2053
H -0.5954 1.4512 -1.7076
H -0.1360 -0.2141 -1.1532
```

## Properties
Structure (SMILES): [O-]C(=S)CBr
Net charge: -1
2S+1: 1
Strongest force on any atom (hartree/bohr): 0.0928


[3]
A cluster of 2 separate species, C2H2BrP in total in a non-equilibrium geometry, computed with ωB97M-V/def2-TZVPD.

```
6
Properties=species:S:1:pos:R:3
C 0.7959 -0.3587 -0.4742
C 0.5000 0.2269 0.6702
P -0.3712 -1.3416 0.3713
Br -3.0141 0.4811 -0.3495
H 1.3784 -0.2525 -1.4290
H 0.7111 1.2447 1.2113
```

## Properties
Net charge: 0
2S+1: 1
Strongest force on any atom (hartree/bohr): 0.0524


[4]
A structure of composition C2H2Cl2N in a non-equilibrium geometry, computed with ωB97M-V/def2-TZVPD.

```
7
Properties=species:S:1:pos:R:3
C -0.2175 1.5179 -0.1579
C 0.1786 -0.6524 1.0007
N -0.0260 0.3740 0.4180
Cl 0.3731 3.0132 0.1792
Cl -1.4177 -1.2694 2.5249
H -1.1140 1.3460 -0.9368
H 0.6353 -1.6674 0.9252
```

## Properties
Net charge: +1
2S+1: 1
Strongest force on any atom (hartree/bohr): 0.1031


[5]
A cluster of 2 separate species, C2H2Cl2O2 in total in a non-equilibrium geometry, computed with ωB97M-V/def2-TZVPD.

```
8
Properties=species:S:1:pos:R:3
C -0.6350 -0.0082 0.3878
C 2.0198 0.0209 -0.4165
O -0.8858 -0.1789 -0.7571
O 0.4480 0.0124 1.0079
Cl 2.8189 1.4551 0.0236
Cl 2.7407 -1.4173 0.0076
H -1.5240 0.0306 1.2011
H 1.3757 0.2183 -1.2793
```

## Properties
Net charge: 0
2S+1: 1
Strongest force on any atom (hartree/bohr): 0.0910


[6]
The molecule C2H2Cl2O2S in a non-equilibrium geometry, computed with ωB97M-V/def2-TZVPD.

```
9
Properties=species:S:1:pos:R:3
O -1.1916 0.4834 -1.4301
S -1.3283 0.3618 -0.0110
O -1.8604 1.4330 0.7727
Cl -2.1672 -1.4533 0.3363
C 0.4677 -0.2447 0.5961
C 1.4053 -0.1328 -0.3843
Cl 3.1047 -0.3660 -0.1180
H 0.5252 -0.5320 1.5542
H 1.0447 0.4506 -1.3159
```

## Properties
Structure (SMILES): O=S(=O)(Cl)/C=C/Cl
Net charge: 0
2S+1: 1
Strongest force on any atom (hartree/bohr): 0.1187


[7]
A cluster of 2 separate species, C2H2Cl2O2S in total in a non-equilibrium geometry, computed with ωB97M-V/def2-TZVPD.

```
9
Properties=species:S:1:pos:R:3
C 2.1302 0.1833 -2.0292
C 0.9952 -0.1832 -1.9681
O -2.0600 0.7348 1.3802
O -0.6938 -1.3691 1.0886
S -0.5370 0.0424 1.0577
Cl -0.5757 -0.3992 -2.0013
Cl 0.5699 0.6271 2.7909
H 3.1061 0.1431 -1.7168
H -2.9351 0.2207 1.3981
```

## Properties
Net charge: 0
2S+1: 1
Strongest force on any atom (hartree/bohr): 0.0471


[8]
A cluster of 2 separate species, C2H2Cl2OS in total in a non-equilibrium geometry, computed with ωB97M-V/def2-TZVPD.

```
8
Properties=species:S:1:pos:R:3
O 0.7655 1.5995 1.8542
C 0.3603 0.6150 1.4081
C 0.0327 -0.4699 0.7974
S -1.6801 -0.8060 0.7871
Cl 1.2575 -1.6459 0.3412
H -1.6068 -0.7127 -0.6389
Cl 0.2362 0.3536 -2.8369
H 0.6346 1.0663 -1.7120
```

## Properties
Structure (SMILES): O=C=C(S)Cl.Cl
Net charge: 0
2S+1: 1
Strongest force on any atom (hartree/bohr): 0.0512


E_HOMO, respectively: -5.47 -3.36 -8.54 -15.61 -9.77 -10.56 -10.36 -9.26 eV.
Energy relative to the best compared isomer or geometry (same formula, charge and spin), respectively: 109.0 0.0 151.0 221.5 315.6 180.1 309.0 134.5 kJ/mol.